(1)
11
Properties=species:S:1:pos:R:3:forces:R:3 method="wB97M-V/def2-TZVPD" energy_ev=-20613.3241 largest_force_ev_per_a=3.2 e_lumo_ev=-0.7 multiplicity=1 e_above_lowest_ev=3.731
C -1.289 1.860 0.515 2.8 -1.4 -0.5
C 0.063 0.703 -0.720 -0.3 1.5 0.5
C -0.053 -0.013 0.443 -0.7 -0.4 -0.9
C 2.940 -1.078 -0.073 0.3 -0.2 0.0
N -0.612 1.938 -0.597 -1.5 -0.9 1.3
O -0.940 0.687 1.220 -0.1 0.2 0.2
O 0.339 -1.270 0.909 -0.6 1.8 -0.9
S 4.282 -0.931 0.618 0.0 0.1 0.0
H -1.812 2.653 1.034 -0.2 -0.5 0.0
H 0.468 0.678 -1.699 1.0 -1.2 -0.2
H 1.012 -1.665 0.292 -0.7 1.0 0.5

(2)
76
Properties=species:S:1:pos:R:3:forces:R:3 method="wB97M-V/def2-TZVPD" energy_ev=-130844.2565 largest_force_ev_per_a=2.3 e_lumo_ev=-4.5 multiplicity=1 e_above_lowest_ev=3.017 charge=+1
Ir -0.595 0.249 0.085 -0.4 0.3 1.7
Br 0.354 -2.162 2.436 0.0 0.1 0.0
C 0.015 -0.383 2.913 0.1 0.1 -0.1
C 0.078 -0.040 4.253 0.0 0.1 0.0
C -0.093 1.279 4.629 0.0 0.0 0.2
C -0.297 2.243 3.655 0.0 0.1 0.1
C -0.347 1.842 2.346 0.0 0.0 0.1
N -0.229 0.551 1.979 0.1 -0.1 0.6
C -0.447 2.812 1.208 0.1 -0.2 -0.4
O -0.581 3.994 1.387 0.0 0.0 0.0
O -0.309 2.227 0.038 0.3 0.4 -0.5
H 0.278 -0.814 4.980 0.0 0.0 0.0
H -0.044 1.554 5.675 0.0 0.0 0.0
H -0.402 3.297 3.873 0.0 0.0 0.0
O 2.120 -0.063 -1.227 0.1 -0.1 0.0
B 1.429 0.016 -0.021 -0.1 0.2 0.1
O 2.319 0.158 1.052 0.2 0.0 -0.4
C 3.583 0.190 0.473 -0.3 0.0 0.4
C 4.800 0.356 1.088 0.2 0.0 0.0
C 5.920 0.378 0.251 -0.1 0.0 0.1
C 5.795 0.245 -1.127 -0.1 0.0 0.0
C 4.545 0.085 -1.732 0.2 0.0 -0.1
C 3.462 0.059 -0.892 -0.3 -0.1 -0.3
H 4.880 0.475 2.162 0.0 0.0 -0.1
H 6.904 0.508 0.685 -0.1 0.0 0.0
H 6.682 0.272 -1.747 0.0 0.0 0.0
H 4.435 -0.003 -2.805 0.0 0.0 0.1
C -2.175 6.944 -2.565 0.0 0.0 0.0
C -2.374 5.465 -2.364 0.0 0.1 0.0
C -3.568 4.968 -1.849 0.0 0.1 0.0
C -3.803 3.609 -1.681 0.0 -0.1 0.1
C -5.107 3.146 -1.073 0.2 0.0 0.0
C -2.740 2.780 -2.036 1.1 -0.8 -0.9
Te -3.312 0.697 -2.052 -1.9 -0.8 1.2
N -2.845 0.567 -0.140 0.0 -0.5 0.3
C -3.111 -0.513 0.667 0.1 0.1 -0.5
O -2.111 -1.181 1.037 -0.3 -0.1 -0.4
C -4.446 -0.836 1.224 0.0 0.1 -0.1
C -4.501 -1.481 2.459 0.0 -0.1 0.0
C -5.726 -1.760 3.041 0.0 0.0 0.0
C -6.901 -1.409 2.388 0.0 0.0 0.0
C -6.853 -0.785 1.148 0.0 0.0 0.0
C -5.628 -0.492 0.569 0.0 0.0 0.1
C -2.695 -1.428 -2.321 0.7 1.1 -0.7
C -1.465 -1.869 -1.868 -0.3 0.0 -0.1
C -1.114 -3.201 -1.943 0.0 0.0 0.0
C -2.009 -4.074 -2.546 -0.1 0.0 0.0
C -3.229 -3.616 -3.024 -0.1 -0.1 0.1
C -3.621 -2.278 -2.921 -0.1 0.0 0.0
C -5.006 -1.874 -3.374 0.2 0.0 0.0
C -1.520 3.197 -2.563 -0.1 0.3 0.0
C -0.377 2.297 -2.949 -0.2 0.0 0.0
C -1.364 4.572 -2.698 0.1 0.0 0.0
H -3.082 7.503 -2.341 0.0 0.0 0.0
H -1.885 7.158 -3.595 0.0 0.0 0.0
H -1.377 7.315 -1.917 0.0 0.0 0.0
H -4.355 5.659 -1.562 0.0 0.0 0.0
H -5.798 3.983 -0.997 0.0 0.0 0.0
H -4.945 2.747 -0.069 0.0 0.0 0.0
H -5.598 2.373 -1.664 0.0 0.0 0.0
H -3.577 -1.755 2.952 0.0 0.0 0.0
H -5.768 -2.261 4.000 0.0 0.0 0.0
H -7.859 -1.620 2.849 0.1 0.0 0.0
H -7.772 -0.526 0.633 0.1 0.0 0.0
H -5.601 -0.008 -0.398 0.0 0.1 0.0
H -0.758 -1.173 -1.426 0.5 0.1 -0.2
H -0.167 -3.547 -1.546 0.0 0.0 -0.1
H -1.755 -5.122 -2.647 0.0 0.0 0.0
H -3.912 -4.313 -3.498 0.0 0.0 0.1
H -5.398 -2.599 -4.085 0.0 0.0 0.0
H -5.031 -0.897 -3.849 0.0 0.0 -0.1
H -5.687 -1.846 -2.520 0.0 0.0 0.0
H -0.687 1.257 -3.085 -0.1 -0.1 -0.1
H 0.379 2.303 -2.166 0.1 0.1 0.0
H 0.080 2.631 -3.879 0.0 0.0 0.0
H -0.422 4.950 -3.084 -0.1 0.0 0.0

(3)
16
Properties=species:S:1:pos:R:3:forces:R:3 method="wB97M-V/def2-TZVPD" energy_ev=-10322.3964 largest_force_ev_per_a=1.2 e_lumo_ev=0.9 smiles="[H]/N=C/N.O.O.O" multiplicity=1 e_above_lowest_ev=0.180
H -0.738 2.131 0.161 0.0 0.1 0.1
N -0.451 1.194 0.429 -0.4 0.5 -0.8
C -0.839 0.923 1.605 0.7 -0.8 0.5
N -0.625 -0.325 2.134 -0.2 0.5 0.6
H -1.316 1.624 2.279 -0.1 0.2 0.1
H -0.354 -0.319 3.117 -0.4 -0.2 -0.4
H -0.031 -0.898 1.542 0.2 -0.1 0.0
O 1.347 -0.459 -2.005 -0.2 0.1 -0.2
H 1.691 -0.757 -2.851 0.1 -0.1 0.0
H 0.431 -0.165 -2.190 0.2 -0.1 -0.1
O -1.351 0.354 -2.123 0.0 -0.3 -0.4
H -0.950 0.480 -1.243 -0.3 0.1 0.5
H -1.939 -0.412 -2.065 0.2 0.3 0.1
O 1.484 -1.432 0.559 0.5 0.2 0.0
H 2.129 -0.867 1.003 -0.1 -0.2 0.1
H 1.513 -1.071 -0.350 -0.3 -0.2 -0.1